(1)
The following is a quantum chemistry calculation of a structure of composition C47H57N9O2S2SiTi at a distorted geometry, from OMol25.

Atoms and positions in Å:
Ti1 18.583 10.972 11.395
C1 14.116 12.376 10.898
C2 15.293 11.819 11.414
N1 16.386 11.661 10.671
C3 16.343 12.077 9.372
C4 15.151 12.566 8.740
C5 14.004 12.720 9.553
C6 15.248 12.831 7.363
C7 16.405 12.664 6.671
C8 17.623 12.194 7.250
C9 18.839 12.021 6.581
C10 19.876 11.416 7.316
C11 19.744 11.118 8.662
N2 18.618 11.453 9.388
C12 17.541 11.916 8.618
H1 13.308 12.611 11.617
H2 15.343 11.479 12.430
H3 13.053 13.101 9.159
H4 14.392 13.241 6.821
H5 16.434 12.916 5.599
H6 18.887 12.248 5.506
H7 20.823 11.097 6.868
H8 20.553 10.642 9.193
C13 27.009 11.255 13.368
C14 25.553 10.891 13.475
C15 24.963 10.531 14.692
C16 23.620 10.265 14.773
C17 22.839 10.418 13.631
C18 23.379 10.753 12.402
C19 24.740 10.960 12.355
S1 21.075 10.221 13.819
O1 20.633 11.454 14.410
O2 20.895 9.064 14.683
N3 20.400 9.969 12.373
C20 20.648 8.701 11.873
C21 21.712 7.868 12.197
C22 21.911 6.625 11.660
C23 21.085 6.152 10.695
C24 19.971 6.906 10.302
C25 19.092 6.458 9.310
C26 18.002 7.228 9.011
C27 17.812 8.445 9.701
N4 18.662 8.905 10.574
C28 19.759 8.152 10.876
H9 27.670 10.744 14.060
H10 27.143 12.325 13.546
H11 27.415 11.042 12.373
H12 25.588 10.431 15.581
H13 23.190 9.891 15.686
H14 22.756 10.883 11.538
H15 25.233 11.200 11.408
H16 22.395 8.141 12.968
H17 22.825 6.055 11.979
H18 21.264 5.184 10.267
H19 19.239 5.486 8.833
H20 17.239 6.933 8.308
H21 16.955 9.040 9.537
C29 18.717 14.883 11.416
C30 18.118 14.185 12.571
C31 17.483 14.839 13.618
C32 16.936 14.117 14.681
C33 16.977 12.770 14.593
C34 17.581 12.116 13.472
N5 18.168 12.848 12.516
N6 17.598 10.801 13.212
Si1 17.035 9.651 14.426
C35 15.197 9.821 14.715
C36 17.820 10.043 16.050
C37 17.511 7.919 13.883
H22 19.807 15.001 11.526
H23 18.256 15.835 11.200
H24 18.586 14.233 10.526
H25 17.428 15.928 13.587
H26 16.469 14.595 15.522
H27 16.583 12.128 15.377
H28 14.838 10.857 14.777
H29 14.903 9.319 15.655
H30 14.649 9.337 13.885
H31 18.808 10.507 15.953
H32 17.991 9.130 16.642
H33 17.186 10.695 16.680
H34 17.013 7.564 12.962
H35 17.143 7.244 14.669
H36 18.587 7.772 13.820
C38 10.125 7.555 11.503
C39 10.911 8.585 12.288
N7 12.313 8.736 11.862
C40 13.298 7.825 11.738
S2 14.727 8.199 10.960
N8 13.166 6.604 12.329
C41 12.463 6.297 13.563
C42 12.943 7.160 14.741
H37 9.189 7.275 11.990
H38 10.699 6.647 11.329
H39 9.873 7.952 10.517
H40 10.898 8.419 13.388
H41 10.449 9.561 12.176
H42 12.495 9.551 11.305
H43 13.995 6.057 12.142
H44 12.683 5.257 13.756
H45 11.412 6.426 13.390
H46 13.972 6.886 15.010
H47 12.316 6.968 15.625
H48 12.880 8.243 14.537
C43 24.258 13.423 9.693
C44 22.899 14.049 9.513
C45 22.883 15.486 10.060
C46 22.535 14.087 8.004
C47 21.875 13.232 10.253
N9 21.119 12.588 10.825
H49 25.038 13.954 9.114
H50 24.296 12.376 9.400
H51 24.552 13.423 10.735
H52 23.696 16.055 9.613
H53 22.964 15.500 11.147
H54 21.927 15.956 9.767
H55 23.271 14.666 7.471
H56 21.530 14.478 7.852
H57 22.552 13.083 7.563

Cartesian forces (eV/Å) of the 6 atoms listed first:
-0.1 0.1 0.6
-0.7 0.5 0.3
0.4 0.1 -1.2
-0.1 0.0 0.2
-0.5 -0.2 -0.5
0.2 -0.5 1.3

Computed properties:
HOMO energy (spin up / spin down)   -5.203 / -7.049 eV
Gap between HOMO and LUMO (spin up / spin down)   0.1972 / 0.2605 Eh
Calculated total energy   -4404.0019 hartree
Energy above the lowest of the compared OMol25 structures with the same formula, charge and spin   0.6881 eV
2S+1   3
LUMO energy (spin up / spin down)   0.162 / 0.039 eV

Here are the Löwdin charges for atoms 1 to 4, given in e: 1.05 -0.06 -0.12 0.08

=====

(2)
The following is a quantum chemistry calculation of a structure of composition H6NaO7S at a distorted geometry, from OMol25.

Atoms and positions in Å:
Na1 -0.192 0.675 0.296
S1 0.169 -2.616 -0.624
O1 -0.682 -1.392 -0.547
O2 0.791 -2.635 -1.969
O3 1.201 -2.491 0.404
O4 -0.701 -3.770 -0.401
O5 0.208 0.912 2.839
H1 0.621 0.143 3.254
H2 0.033 1.527 3.559
O6 1.379 2.950 -0.448
H3 1.175 2.742 -1.370
H4 2.337 3.048 -0.425
O7 -2.121 0.629 -1.289
H5 -1.752 -0.285 -1.097
H6 -2.465 0.562 -2.182

Cartesian forces (eV/Å) of the 6 atoms listed first:
0.1 -0.7 -0.1
0.8 -1.4 -1.5
-1.3 2.5 0.5
-0.2 0.0 0.2
0.7 0.4 1.1
-0.2 -0.3 0.1

Computed properties:
HOMO energy   -3.070 eV
Gap between HOMO and LUMO   0.1742 Eh
Calculated total energy   -1090.8847 hartree
Energy above the lowest of the compared OMol25 structures with the same formula, charge and spin   0.0853 eV
LUMO energy   1.669 eV
Net charge   -1

Here are the Löwdin charges for atoms 1 to 4, given in e: 0.60 0.18 -0.50 -0.45

=====

(3)
The following is a quantum chemistry calculation of a structure of composition C4H8FGaO2 at a distorted geometry, from OMol25.

Atoms and positions in Å:
O1 -1.047 0.662 -2.081
C1 -1.709 -0.307 -1.335
C2 -1.317 -0.077 0.129
O2 0.114 -0.205 0.143
C3 0.780 -0.003 1.396
C4 2.159 0.511 1.184
Ga1 0.737 0.553 -1.479
H1 -1.743 -1.417 -1.385
H2 -1.744 -0.838 0.800
H3 -1.604 0.921 0.496
H4 0.786 -0.997 1.875
H5 0.166 0.676 2.007
H6 2.959 -0.189 0.936
H7 2.362 1.569 1.367
H8 -2.752 -0.305 -1.890
F1 1.854 -0.554 -2.166

Cartesian forces (eV/Å) of the 6 atoms listed first:
3.2 0.1 -0.5
-3.2 -0.8 -0.1
-2.8 0.3 0.7
0.1 0.1 -0.6
0.2 -0.4 1.7
-0.2 0.2 -0.5

Computed properties:
HOMO energy (spin up / spin down)   -14.513 / -14.514 eV
Gap between HOMO and LUMO (spin up / spin down)   0.2895 / 0.2646 Eh
Calculated total energy   -2331.9562 hartree
2S+1   2
LUMO energy (spin up / spin down)   -6.634 / -7.314 eV
Net charge   +1

Here are the Löwdin charges for atoms 1 to 4, given in e: -0.15 -0.28 -0.13 -0.20

=====

(4)
The following is a quantum chemistry calculation of a cluster of 2 separate species, C3H6N3O2S in total at a distorted geometry, from OMol25.

Atoms and positions in Å:
C1 -0.996 1.114 -0.735
C2 0.651 -1.111 -0.439
C3 -0.591 2.337 -1.088
N1 -0.036 -1.084 -1.356
N2 1.608 -1.147 0.430
N3 1.610 -0.492 1.628
O1 -2.927 -0.502 -0.177
O2 -0.947 -0.441 1.246
S1 -1.989 0.335 0.499
H1 -1.228 3.243 -0.988
H2 0.243 2.238 -1.739
H3 -0.687 -1.678 -1.901
H4 2.507 -1.493 0.244
H5 0.619 -0.286 2.079
H6 2.163 -1.034 2.299

Cartesian forces (eV/Å) of the 6 atoms listed first:
0.3 3.8 0.0
3.2 -1.1 3.6
-2.2 -2.5 0.5
-2.1 -0.4 -3.8
-2.8 0.2 -0.9
-1.4 1.7 3.8

Computed properties:
HOMO energy (spin up / spin down)   -13.624 / -13.626 eV
Gap between HOMO and LUMO (spin up / spin down)   0.2740 / 0.2743 Eh
Calculated total energy   -830.3320 hartree
Energy above the lowest of the compared OMol25 structures with the same formula, charge and spin   6.4965 eV
LUMO energy (spin up / spin down)   -6.169 / -6.163 eV
Net charge   +1

Here are the Löwdin charges for atoms 1 to 4, given in e: -0.14 -0.13 0.06 0.30

=====

(5)
The following is a quantum chemistry calculation of a structure of composition C27H43BrO2PS2W, from OMol25.

Atoms and positions in Å:
W1 0.287 0.210 0.001
C1 0.072 2.010 -1.424
C2 -0.472 2.433 -0.164
C3 -1.619 1.599 0.114
C4 -1.754 0.711 -0.992
C5 -0.729 0.952 -1.947
C6 -0.678 0.492 -3.393
C7 -1.395 1.588 -4.204
C8 0.764 0.377 -3.889
C9 -1.406 -0.830 -3.638
C10 -2.757 1.646 1.145
C11 -2.369 2.058 2.564
C12 -3.432 0.268 1.267
C13 -3.818 2.617 0.598
C14 0.125 3.640 0.577
C15 0.635 3.355 1.998
C16 1.329 4.190 -0.201
C17 -0.926 4.764 0.604
H1 0.883 2.484 -1.947
H2 -2.534 -0.022 -1.097
H3 -0.914 2.558 -4.067
H4 -2.437 1.681 -3.893
H5 -1.377 1.342 -5.268
H6 1.291 1.330 -3.832
H7 0.770 0.059 -4.933
H8 1.317 -0.360 -3.307
H9 -2.407 -0.829 -3.203
H10 -0.862 -1.681 -3.234
H11 -1.517 -0.978 -4.714
H12 -1.613 1.390 2.977
H13 -3.254 1.992 3.198
H14 -2.007 3.081 2.626
H15 -2.715 -0.507 1.539
H16 -3.938 -0.030 0.350
H17 -4.192 0.315 2.047
H18 -3.434 3.630 0.492
H19 -4.675 2.646 1.274
H20 -4.169 2.288 -0.382
H21 1.623 2.901 1.961
H22 0.000 2.687 2.569
H23 0.714 4.300 2.541
H24 2.104 3.430 -0.319
H25 1.759 5.019 0.364
H26 1.048 4.568 -1.184
H27 -1.738 4.556 1.297
H28 -1.355 4.925 -0.386
H29 -0.453 5.695 0.924
C18 1.727 -3.273 4.538
C19 2.303 -3.069 3.157
O1 2.758 -1.704 2.982
P1 1.798 -0.485 2.641
S1 2.477 0.485 0.992
S2 -0.068 -0.973 2.201
O2 1.836 0.426 3.943
C20 3.022 0.676 4.731
C21 3.901 1.728 4.096
H30 1.445 -4.318 4.666
H31 0.836 -2.661 4.685
H32 2.460 -3.018 5.304
H33 1.576 -3.292 2.376
H34 3.192 -3.677 2.996
H35 3.551 -0.267 4.871
H36 2.643 1.007 5.696
H37 4.335 1.383 3.158
H38 4.715 1.976 4.780
H39 3.329 2.634 3.897
Br1 0.074 -6.139 -2.477
C22 0.070 -4.365 -1.798
C23 1.205 -3.586 -1.918
C24 1.180 -2.284 -1.432
C25 0.050 -1.733 -0.816
C26 -1.059 -2.577 -0.689
C27 -1.069 -3.872 -1.178
H40 2.093 -3.985 -2.391
H41 2.083 -1.688 -1.544
H42 -1.951 -2.208 -0.193
H43 -1.946 -4.497 -1.078

Cartesian forces (eV/Å) of the 6 atoms listed first:
0.0 0.3 0.1
0.0 -0.1 0.1
0.0 -0.1 0.1
-0.2 0.0 -0.1
0.0 0.1 0.0
0.2 0.1 0.1

Computed properties:
HOMO energy (spin up / spin down)   -6.833 / -6.504 eV
Gap between HOMO and LUMO (spin up / spin down)   0.2631 / 0.2453 Eh
Calculated total energy   -4984.0142 hartree
Energy above the lowest of the compared OMol25 structures with the same formula, charge and spin   0.0000 eV
2S+1   2
LUMO energy (spin up / spin down)   0.327 / 0.172 eV

Here are the Löwdin charges for atoms 1 to 4, given in e: 0.97 -0.13 -0.21 -0.22

=====

(6)
The following is a quantum chemistry calculation of the molecule C3H7NO at a distorted geometry, from OMol25.

Atoms and positions in Å:
C1 1.433 0.600 -0.327
C2 0.414 0.064 0.715
N1 -0.672 -0.760 0.146
C3 -1.872 -0.293 -0.195
O1 -2.350 0.797 0.049
H1 2.049 1.403 0.144
H2 2.052 -0.287 -0.692
H3 0.805 0.720 -1.202
H4 1.015 -0.563 1.371
H5 -0.141 1.019 1.026
H6 -0.183 -1.581 -0.195
H7 -2.549 -1.118 -0.838

Cartesian forces (eV/Å) of the 6 atoms listed first:
-0.1 -2.6 -0.2
-1.0 2.3 -0.6
3.1 -0.1 0.5
-2.8 -1.6 -2.1
0.7 -0.5 0.1
-0.6 -0.5 -1.0

Computed properties:
HOMO energy   -9.794 eV
Gap between HOMO and LUMO   0.3911 Eh
SMILES string   CCNC=O
Calculated total energy   -248.4693 hartree
Energy above the lowest of the compared OMol25 structures with the same formula, charge and spin   1.5559 eV
LUMO energy   0.849 eV

Here are the Löwdin charges for atoms 1 to 4, given in e: -0.10 -0.25 -0.01 -0.42